Entry 1:
Molecular formula: C53H46Cl7Ge2NO2PZr
Method: DFT, ωB97M-V with the def2-TZVPD basis set

Geometry as XYZ:
```
113
Properties=species:S:1:pos:R:3
Zr -0.12 -0.27 -0.10
C -1.44 -1.45 5.08
C -0.74 -1.43 3.71
Ge -1.99 -0.87 2.29
C -3.30 -2.28 1.84
C -3.91 -2.98 3.06
C -3.31 0.23 3.23
C -3.93 1.08 2.41
Ge -2.85 1.31 0.82
C -1.69 2.78 1.38
C -1.08 2.60 2.78
C -4.05 0.95 -0.64
C -3.92 -0.40 -1.33
C -5.18 1.83 2.67
C -6.16 1.32 3.53
C -7.33 2.03 3.78
C -7.54 3.26 3.17
C -6.58 3.78 2.30
C -5.42 3.06 2.06
H -0.75 -1.85 5.83
H -2.33 -2.07 5.10
H -1.72 -0.45 5.39
H -0.33 -2.41 3.45
H 0.09 -0.73 3.74
H -2.94 -3.03 1.16
H -4.08 -1.73 1.31
H -3.19 -3.63 3.57
H -4.74 -3.62 2.75
H -4.30 -2.28 3.80
H -3.67 0.03 4.24
H -2.36 3.64 1.38
H -0.93 2.96 0.63
H -1.84 2.58 3.55
H -0.41 3.43 2.98
H -0.50 1.68 2.88
H -3.97 1.75 -1.36
H -5.02 1.02 -0.14
H -2.91 -0.56 -1.73
H -4.59 -0.44 -2.20
H -4.17 -1.23 -0.69
H -6.01 0.35 3.99
H -8.08 1.61 4.44
H -8.45 3.81 3.36
H -6.75 4.73 1.82
H -4.68 3.48 1.38
Cl 1.91 4.12 0.97
C 2.24 2.68 1.85
C 3.09 2.74 2.98
C 3.41 1.60 3.66
Cl 4.47 1.69 5.02
C 2.89 0.34 3.25
C 3.26 -0.91 3.78
C 2.77 -2.05 3.22
C 1.84 -1.96 2.17
N 1.41 -0.81 1.69
C 2.00 0.33 2.18
C 1.70 1.50 1.45
O 0.90 1.34 0.39
H 3.49 3.69 3.29
H 3.96 -0.95 4.61
H 3.06 -3.03 3.57
H 1.43 -2.85 1.73
C -4.84 -5.54 -1.76
C -3.94 -6.02 -0.81
C -2.80 -5.29 -0.49
C -2.55 -4.06 -1.10
C -3.45 -3.60 -2.06
C -4.58 -4.33 -2.39
P -1.07 -3.05 -0.72
C -0.08 -4.21 0.32
C -0.48 -4.41 1.64
C 0.22 -5.27 2.48
C 1.34 -5.94 2.01
C 1.74 -5.76 0.69
C 1.03 -4.90 -0.15
C -0.15 -3.07 -2.28
C -0.51 -3.73 -3.42
C 0.41 -3.85 -4.49
C 1.69 -3.40 -4.33
C 2.09 -2.74 -3.14
C 3.44 -2.35 -2.92
C 3.78 -1.75 -1.75
C 2.79 -1.41 -0.80
C 1.46 -1.72 -0.97
C 1.13 -2.48 -2.14
H -5.72 -6.11 -2.00
H -4.12 -6.97 -0.33
H -2.11 -5.70 0.24
H -3.25 -2.68 -2.59
H -5.26 -3.95 -3.14
H -1.34 -3.89 2.04
H -0.11 -5.41 3.51
H 1.89 -6.61 2.65
H 2.60 -6.28 0.30
H 1.36 -4.78 -1.18
H -1.48 -4.21 -3.51
H 0.12 -4.36 -5.40
H 2.43 -3.56 -5.12
H 4.19 -2.56 -3.68
H 4.81 -1.48 -1.55
H 3.11 -0.82 0.05
Cl 1.00 5.67 -4.47
C 0.34 4.37 -3.56
C 1.03 3.17 -3.47
Cl 2.54 2.95 -4.26
C 0.49 2.14 -2.72
Cl 1.29 0.64 -2.60
C -0.73 2.23 -2.03
O -1.14 1.14 -1.34
C -1.43 3.43 -2.18
Cl -3.01 3.68 -1.51
C -0.88 4.49 -2.92
Cl -1.75 5.97 -3.06
```

The gap between HOMO and LUMO comes out at 6.80 eV. The electronic energy is -272547.294 eV. Its charge is +1. The value obtained for the energy above the lowest of the compared OMol25 structures with the same formula, charge and spin is 12.7 kcal/mol.

---

Entry 2:
Molecular formula: C53H46FGeIrN4O2
Method: DFT, ωB97M-V with the def2-TZVPD basis set

Geometry as XYZ:
```
108
Properties=species:S:1:pos:R:3
Ir -0.73 -0.14 0.13
O -6.66 -3.17 -1.59
C -5.57 -3.78 -1.54
O -5.35 -5.01 -1.62
C -4.33 -2.89 -1.35
C -4.48 -1.48 -1.19
C -3.37 -0.73 -0.92
N -2.10 -1.22 -0.89
C -1.89 -2.56 -1.17
C -3.06 -3.39 -1.31
C -0.61 -3.11 -1.38
C -0.42 -4.43 -1.88
C 0.80 -4.99 -2.11
C 1.97 -4.22 -1.81
C 1.82 -2.95 -1.39
N 0.59 -2.32 -1.26
C -3.51 0.69 -0.56
C -4.67 1.44 -0.77
C -4.70 2.76 -0.37
C -3.57 3.33 0.21
C -2.45 2.54 0.37
N -2.43 1.25 0.01
H -5.48 -1.08 -1.21
H -2.98 -4.46 -1.38
H -1.30 -5.00 -2.11
H 0.87 -6.00 -2.50
H 2.97 -4.63 -1.87
H 2.67 -2.35 -1.07
H -5.53 0.98 -1.23
H -5.60 3.34 -0.51
H -3.55 4.36 0.53
H -1.53 2.92 0.79
C 1.37 -2.90 1.76
C 1.75 -1.80 2.76
C 2.57 -0.71 2.08
C 0.49 -1.36 3.51
C 0.17 -2.11 4.64
C -0.98 -1.88 5.37
C -1.85 -0.89 4.95
C -1.57 -0.13 3.82
C -2.60 0.87 3.32
C -3.64 0.12 2.48
C -3.29 1.65 4.44
C -0.38 -0.34 3.10
N -0.04 0.55 2.04
C 0.46 1.74 2.48
C 0.65 2.11 3.84
C 1.16 3.34 4.23
C 1.53 4.31 3.31
C 1.40 3.98 1.96
C 0.91 2.75 1.59
F 0.84 2.52 0.26
H 2.25 -3.26 1.22
H 0.66 -2.51 1.04
H 0.91 -3.75 2.27
H 2.39 -2.25 3.53
H 2.09 -0.39 1.16
H 3.56 -1.11 1.83
H 2.71 0.17 2.72
H 0.85 -2.90 4.95
H -1.20 -2.47 6.25
H -2.77 -0.71 5.49
H -2.10 1.59 2.69
H -4.22 -0.55 3.12
H -3.17 -0.49 1.71
H -4.34 0.82 2.00
H -4.00 1.03 5.00
H -3.86 2.49 4.02
H -2.57 2.06 5.15
H 0.40 1.40 4.61
H 1.26 3.54 5.29
H 1.92 5.27 3.61
H 1.69 4.66 1.17
C 0.56 -0.97 -0.93
Ge 1.79 0.14 -1.97
C 3.59 0.58 -1.28
C 3.72 1.17 -0.02
C 4.96 1.53 0.49
C 6.11 1.31 -0.26
C 6.00 0.74 -1.52
C 4.75 0.38 -2.02
C 2.03 -0.63 -3.79
C 1.21 -0.19 -4.83
C 1.24 -0.78 -6.08
C 2.10 -1.83 -6.34
C 2.94 -2.28 -5.32
C 2.90 -1.68 -4.07
C 0.93 1.87 -2.34
C 1.63 3.07 -2.34
C 1.00 4.27 -2.62
C -0.36 4.30 -2.91
C -1.08 3.11 -2.93
C -0.44 1.91 -2.64
H 2.83 1.35 0.59
H 5.02 1.98 1.47
H 7.08 1.59 0.13
H 6.88 0.57 -2.12
H 4.68 -0.04 -3.02
H 0.52 0.64 -4.66
H 0.58 -0.41 -6.86
H 2.12 -2.31 -7.31
H 3.62 -3.11 -5.50
H 3.57 -2.06 -3.31
H 2.69 3.07 -2.10
H 1.57 5.20 -2.60
H -0.85 5.23 -3.12
H -2.14 3.11 -3.14
H -1.01 0.99 -2.61
```

The gap between HOMO and LUMO (spin up / spin down) comes out at 4.03 / 4.03 eV. The electronic energy is -127835.948 eV. Its charge is -2.

---

Which of these has the highest charge?
C53H46Cl7Ge2NO2PZr

---

Number 2 is which compound?
C53H46FGeIrN4O2